# 1
Density functional theory data (wB97M-V/def2-TZVPD) for one molecule with the formula C16H25NO2.

**2S+1**: 1
**SMILES**: CCOc1ccccc1OCCCCN1CCCC1
**Gap between HOMO and LUMO**: 0.3263 Ha

Atoms and positions in Å:
C: 0.90804 5.54996 2.96794
C: 1.17926 5.34793 1.48505
O: 0.68911 4.07253 1.13292
C: 0.80133 3.65945 -0.15880
C: 1.38227 4.38627 -1.18323
C: 1.44431 3.86640 -2.46991
C: 0.92492 2.61941 -2.73529
C: 0.33920 1.87617 -1.71840
C: 0.26795 2.37780 -0.43047
O: -0.30090 1.75580 0.64087
C: -0.76985 0.43284 0.50791
C: 0.36770 -0.59269 0.51542
C: -0.13472 -2.03299 0.43353
C: -0.65086 -2.39770 -0.96852
N: -1.08997 -3.75952 -1.18141
C: -2.22908 -4.20400 -0.39914
C: -1.68650 -4.98880 0.81373
C: -0.27079 -5.40916 0.39181
C: -0.09147 -4.80064 -1.01643
H: -0.15918 5.48407 3.15952
H: 1.27040 6.52450 3.28302
H: 1.40947 4.77687 3.54324
H: 2.25917 5.40901 1.28575
H: 0.67106 6.12623 0.89749
H: 1.79442 5.36453 -0.99296
H: 1.90226 4.44806 -3.25530
H: 0.96872 2.20854 -3.73246
H: -0.06216 0.90308 -1.95314
H: -1.40601 0.28016 1.38517
H: -1.39240 0.33081 -0.38883
H: 1.04767 -0.39064 -0.31502
H: 0.93076 -0.45346 1.44110
H: -0.92846 -2.17817 1.16834
H: 0.68947 -2.70098 0.68850
H: 0.14268 -2.20452 -1.69782
H: -1.49952 -1.75726 -1.22449
H: -2.82039 -4.87454 -1.03255
H: -2.85830 -3.36209 -0.11240
H: -1.65638 -4.35838 1.70190
H: -2.31778 -5.84757 1.03522
H: 0.47458 -5.01867 1.08407
H: -0.16166 -6.49199 0.36125
H: -0.28969 -5.56762 -1.77326
H: 0.91130 -4.40904 -1.18393

natural (NBO) atomic charge list, values in e, 8 entries: atom 1 (C): -0.62, atom 2 (C): -0.06, atom 3 (O): -0.49, atom 4 (C): 0.24, atom 5 (C): -0.28, atom 6 (C): -0.23, atom 7 (C): -0.23, atom 8 (C): -0.31

---

# 2
Density functional theory data (wB97M-V/def2-TZVPD) for C42H28ClF12N3O12PReS2 as an isolated structure.

**2S+1**: 4
**Net charge**: +1
**Gap between HOMO and LUMO (spin up / spin down)**: 0.2436 / 0.2070 Ha

Atoms and positions in Å:
Re: -0.68088 0.02220 0.04362
O: -5.18224 -0.31528 -3.63969
C: -5.52020 -0.91274 -2.51135
O: -6.56714 -1.47683 -2.36190
C: -4.52906 -0.86612 -1.38316
C: -4.75034 -1.39847 -0.11375
Cl: -6.07054 -2.24933 0.48074
N: -3.68769 -1.12335 0.66982
N: -2.78615 -0.40700 -0.03961
C: -3.28097 -0.26791 -1.27564
C: -2.39871 0.47343 -2.22145
O: -2.65048 0.64413 -3.38592
O: -1.29122 0.91205 -1.63460
C: -3.49436 -1.41116 2.06456
C: -3.24250 -0.35937 2.92346
C: -3.03202 -0.61886 4.26855
C: -3.08524 -1.92528 4.73618
C: -3.33568 -2.97401 3.85825
C: -3.54383 -2.72288 2.51109
H: -4.29743 0.10847 -3.61810
H: -3.23805 0.65138 2.54596
H: -2.83971 0.20637 4.94098
H: -2.93603 -2.13051 5.78828
H: -3.36891 -3.99095 4.22580
H: -3.74241 -3.53250 1.82076
O: -0.56761 -1.78632 -0.93290
C: -0.14683 -2.88022 -0.47105
C: 0.19664 -3.17197 0.86378
C: 0.69109 -4.46277 1.15517
C: 0.95082 -4.80426 2.44271
C: 0.69059 -3.92018 3.50184
C: 0.23041 -2.65673 3.23878
C: 0.02462 -2.23515 1.91709
O: -0.30478 -0.98585 1.70369
N: 1.51083 -6.13493 2.73252
O: 1.54574 -6.47323 3.89326
O: 1.89222 -6.78872 1.78718
H: -0.07357 -3.69697 -1.19340
H: 0.86483 -5.18433 0.36599
H: 0.86955 -4.26136 4.51275
H: 0.02983 -1.94473 4.02876
F: 6.20893 4.65558 1.41683
C: 5.28587 5.07716 0.53717
F: 4.65035 6.11686 1.09235
F: 5.93595 5.52236 -0.54389
C: 4.32894 3.96127 0.19839
C: 3.27419 3.69283 1.05533
C: 2.42326 2.63337 0.78446
C: 2.62880 1.85226 -0.34795
C: 3.68442 2.13635 -1.21447
C: 4.53441 3.19338 -0.93880
P: 1.67949 0.32880 -0.63714
C: 1.62924 0.14588 -2.43582
C: 1.17594 1.26779 -3.13497
C: 0.89964 1.18176 -4.48458
C: 1.09406 -0.02152 -5.14928
C: 1.55001 -1.13855 -4.47152
C: 1.79657 -1.06137 -3.10842
C: 0.78781 -0.09977 -6.62458
F: -0.31301 0.59757 -6.92828
F: 1.79706 0.40717 -7.34943
F: 0.59834 -1.36276 -7.02545
C: 2.74213 -0.87325 0.22240
C: 2.69940 -0.78279 1.61493
C: 3.44323 -1.64778 2.39521
C: 4.23524 -2.60955 1.78343
C: 4.32628 -2.67593 0.40276
C: 3.58865 -1.79872 -0.38049
C: 4.93193 -3.64329 2.63073
F: 6.07273 -4.06167 2.08191
F: 4.13454 -4.72509 2.77640
F: 5.19867 -3.18713 3.85841
H: 3.11028 4.31032 1.92853
H: 1.59106 2.43040 1.44237
H: 3.84219 1.54047 -2.10402
H: 5.35255 3.42136 -1.60776
H: 1.01821 2.20421 -2.61390
H: 0.51309 2.03817 -5.02025
H: 1.69131 -2.07183 -4.99865
H: 2.10192 -1.95469 -2.58353
H: 2.06864 -0.04171 2.09269
H: 3.41695 -1.57346 3.47400
H: 4.97314 -3.40911 -0.06058
H: 3.68958 -1.84477 -1.45430
F: -1.72860 5.20958 2.01431
C: -0.88785 4.30983 1.53928
F: -0.73233 4.50929 0.22897
F: 0.29801 4.43405 2.13105
S: -1.57491 2.62282 1.81159
O: -1.49828 2.36059 3.21275
O: -2.85133 2.60470 1.16834
O: -0.54214 1.81110 1.02639
C: -4.43415 4.63341 -0.62873
S: -3.44728 3.32450 -1.35545
C: -3.41648 3.99868 -3.02407
O: -4.34339 2.11621 -1.43904
H: -5.43401 4.57036 -1.05685
H: -3.96292 5.59188 -0.84685
H: -4.47397 4.46440 0.44466
H: -2.78359 4.88772 -3.01959
H: -4.43100 4.24081 -3.34094
H: -3.00038 3.23172 -3.67513

Löwdin atomic charge list, values in e, 8 entries: atom 1 (Re): 1.66, atom 2 (O): 0.16, atom 3 (C): -0.49, atom 4 (O): 0.11, atom 5 (C): -0.02, atom 6 (C): -0.55, atom 7 (Cl): 0.90, atom 8 (N): -0.02

---

# 3
Density functional theory data (wB97M-V/def2-TZVPD) for an isolated ion of composition C3H4N2O4 and charge -2 in a non-equilibrium geometry.

**2S+1**: 1
**SMILES**: C/C(=[NH+]\[O-])N([O-])C(=O)[O-]
**Net charge**: -2
**Gap between HOMO and LUMO**: 0.1920 Ha

Atoms and positions in Å:
C: 1.12286 1.05644 -0.05365
C: 0.32705 -0.21461 0.17456
N: 1.02870 -1.34505 0.00075
O: 2.36233 -1.51991 -0.02920
N: -1.03213 -0.46458 0.13504
O: -1.49509 -1.70920 -0.08308
C: -2.02186 0.57564 0.09295
O: -3.22303 0.21599 0.16429
O: -1.50453 1.73369 -0.08567
H: 0.83290 1.77965 0.77493
H: 0.82477 1.52803 -0.98067
H: 2.17160 0.59563 0.16570
H: 0.60643 -2.23172 -0.27596

natural (NBO) atomic charge list, values in e, 8 entries: atom 1 (C): -0.69, atom 2 (C): 0.34, atom 3 (N): -0.24, atom 4 (O): -0.81, atom 5 (N): -0.15, atom 6 (O): -0.76, atom 7 (C): 0.84, atom 8 (O): -0.77

---

# 4
Density functional theory data (wB97M-V/def2-TZVPD) for one molecule with the formula C6H7NO2 in a non-equilibrium geometry.

**2S+1**: 1
**SMILES**: O/C=c1\cc/c(=C\O)[nH]1
**Gap between HOMO and LUMO**: 0.2760 Ha

Atoms and positions in Å:
O: -3.23056 0.14076 -0.64223
C: -2.23851 0.75125 0.09131
C: -1.14191 0.15001 0.38192
C: -0.68841 -1.25613 0.21697
C: 0.57446 -1.27626 0.20879
C: 1.07378 0.11974 0.32680
C: 2.16534 0.76726 -0.07651
O: 3.22094 0.17571 -0.66038
N: -0.02814 0.86119 0.71127
H: -2.86810 -0.69952 -0.73454
H: -2.07352 1.86320 0.11181
H: -1.25557 -2.18342 0.04039
H: 1.10274 -2.27443 0.13641
H: 2.36181 1.82330 0.22462
H: 3.05528 -0.77402 -0.86932
H: -0.02962 1.81137 0.53269

natural (NBO) atomic charge list, values in e, 8 entries: atom 1 (O): -0.66, atom 2 (C): 0.07, atom 3 (C): 0.04, atom 4 (C): -0.23, atom 5 (C): -0.22, atom 6 (C): 0.03, atom 7 (C): 0.09, atom 8 (O): -0.68

---

What are the energy values for these records? In order: -829.86835, -5558.89897, -527.03516, -437.94773 Ha.
What are the energy relative to the best compared isomer or geometry (same formula, charge and spin) values for these records? In order: 1.630, 0.577, 0.671, 3.267 eV.